This record from the OMol25 dataset describes a molecular structure, C13H16ClCuN3O3 in a non-equilibrium geometry. The level of theory is ωB97M-V with the def2-TZVPD basis set.

Geometry as XYZ:
```
37
Properties=species:S:1:pos:R:3:forces:R:3
Cu 4.75049 -0.26943 -0.31117 -1.298 -1.522 -0.556
Cl 3.48810 -2.35225 -1.08431 0.975 1.337 0.559
O 2.55871 0.37613 0.03434 -0.560 -0.536 -0.104
C 1.77146 1.43043 0.06798 -0.389 2.965 0.472
O 0.54105 1.35296 -0.23758 -1.179 -1.477 -0.552
O 2.20640 2.51883 0.38078 1.630 1.785 0.674
H 1.81638 -0.19656 -0.17197 0.611 -2.601 -0.460
N 0.93042 0.94309 -5.11743 0.757 -1.548 0.012
C 1.53048 0.48828 -3.96623 -0.701 0.915 1.030
C 0.97782 -0.73347 -3.66028 1.769 -0.257 1.856
C 0.22421 -1.18095 -4.70270 -1.371 1.427 -2.461
C 0.23584 -0.12495 -5.62954 -0.965 -0.188 -0.309
H 1.09539 1.83754 -5.55655 0.027 -0.437 -0.034
H 2.14339 1.14072 -3.36203 -0.020 -0.063 -0.073
H 1.14855 -1.34232 -2.78475 0.378 0.292 0.137
H -0.41336 -2.05227 -4.72910 0.327 -0.051 -0.252
H -0.20368 -0.03512 -6.61196 -0.172 -0.079 0.138
N -2.80328 0.06046 1.04650 2.383 1.024 0.080
C -1.97502 1.07079 1.53687 0.118 -0.971 1.330
C -2.83041 2.08002 1.94526 1.242 1.566 -0.159
C -4.10470 1.85488 1.47018 -0.275 -1.364 -0.124
C -4.01169 0.56871 0.95826 -3.213 -0.363 -1.327
H -2.53701 -0.83002 0.65121 0.166 0.352 0.089
H -0.93522 0.89212 1.76771 -0.184 -0.018 -0.014
H -2.61966 3.00664 2.45847 0.670 -0.136 -0.050
H -4.92607 2.55348 1.53096 -0.101 -0.435 -0.073
H -4.69042 -0.05304 0.39331 -0.610 0.301 0.255
N -0.29770 -1.50630 3.99265 -0.245 0.112 0.172
C 0.38175 -0.34393 3.93721 0.992 1.915 -0.862
C 1.49931 -0.47209 3.08134 -1.877 0.184 1.458
C 1.45915 -1.79961 2.67718 -0.150 -1.291 -0.484
C 0.33291 -2.42348 3.22645 1.453 -0.424 -0.876
H -1.16554 -1.63890 4.49202 0.274 0.010 -0.131
H -0.02953 0.57677 4.32396 -0.004 -0.199 0.321
H 2.20764 0.28182 2.77103 -0.118 0.013 0.290
H 2.21798 -2.22317 2.03595 -0.250 -0.416 -0.061
H 0.02587 -3.45578 3.14598 -0.092 0.181 0.089
```
Forces are in eV/Å.

Output
* spin multiplicity: 2
* E_tot: -2995.45852 Ha
* orbital gap (spin up / spin down): 6.5 / 3.5 eV
* LUMO energy (spin up / spin down): -1.41 / -4.33 eV



This record from the OMol25 dataset describes a single C3H4BrNO molecule in a non-equilibrium geometry. The level of theory is ωB97M-V with the def2-TZVPD basis set.

Geometry as XYZ:
```
10
Properties=species:S:1:pos:R:3:forces:R:3
Br -2.93042 -0.18422 0.23229 0.570 0.034 0.019
N -1.26291 0.02652 -0.74258 0.948 1.631 0.316
C -0.33859 -0.99431 -0.45244 -0.058 -0.658 0.698
C 0.82170 -0.61483 0.05046 -0.725 2.615 -0.124
C 0.71621 0.93153 0.27013 2.894 0.039 -0.262
O -0.56097 1.28352 -0.26381 -0.204 -1.350 -0.194
H -0.65497 -2.02053 -0.54658 -0.203 0.031 -0.413
H 1.64728 -1.24123 0.29320 0.403 -0.185 0.111
H 0.92123 1.19372 1.33225 -1.092 -0.313 -0.183
H 1.64144 1.61983 -0.17293 -2.535 -1.844 0.032
```
Forces are in eV/Å.

Output
* SMILES: BrN1C=CCO1
* spin multiplicity: 1
* E_tot: -2820.58131 Ha
* orbital gap: 8.6 eV
* LUMO energy: -0.23 eV



This record from the OMol25 dataset describes a molecular structure, C36H42Br2F5N3O2SSb2SeTc in a non-equilibrium geometry. The level of theory is ωB97M-V with the def2-TZVPD basis set.

Geometry as XYZ:
```
95
Properties=species:S:1:pos:R:3:forces:R:3
Tc 12.72314 13.21655 12.33331 -1.118 -0.340 -0.153
C 15.61860 8.73187 19.25608 1.553 0.305 -0.316
Sb 15.68455 10.29036 17.67611 2.595 -2.061 -0.358
C 15.55744 8.87358 15.87741 -1.435 0.404 1.258
C 13.72263 10.94954 17.51368 -3.251 0.944 1.334
C 13.66513 12.34766 18.08084 -0.569 -2.026 0.742
C 13.39404 12.49169 19.42850 -0.677 -3.114 1.064
C 13.35670 13.70570 20.04397 -0.527 -1.401 0.606
C 13.67463 14.85341 19.35733 0.936 1.674 -2.367
C 14.02088 14.80296 18.01782 -0.750 -1.480 0.177
C 13.93619 13.49939 17.35335 1.226 1.513 -2.256
C 14.22133 13.29550 15.89749 0.657 2.916 2.775
Sb 12.31607 13.79268 14.95817 -1.091 -1.052 -0.204
C 11.69169 15.58066 15.79310 -1.674 -0.377 1.871
C 10.97873 12.39678 16.01080 1.492 -1.009 -2.607
H 14.98196 7.95001 18.88847 -0.381 -0.408 0.157
H 15.31524 9.14600 20.20304 -0.606 0.208 0.200
H 16.64552 8.30870 19.50589 -1.103 0.613 -0.884
H 14.51884 9.06650 15.46035 1.163 -0.654 0.527
H 15.73043 7.80598 16.20692 -0.226 1.313 -0.607
H 16.26006 9.25904 15.15789 0.505 -0.255 -0.100
H 12.95156 10.37162 18.09604 0.989 0.148 -0.400
H 13.37208 10.87789 16.49739 0.176 0.036 -0.497
H 13.12283 11.50687 20.01550 0.619 2.243 -1.051
H 13.01122 13.63938 21.04594 -0.036 0.742 0.872
H 13.67903 15.84274 19.75711 -0.088 0.279 0.819
H 14.25792 15.72215 17.47633 0.075 -0.491 0.083
H 14.45022 12.31501 15.60879 0.277 -1.203 -0.483
H 14.99720 14.03716 15.63530 -0.542 -0.301 -0.643
H 11.64404 16.33723 15.06521 0.152 1.030 -0.801
H 12.30321 15.84713 16.64708 0.207 0.232 -0.180
H 10.65660 15.45528 16.25041 1.158 -0.087 -0.774
H 11.26535 11.41507 15.48021 -0.389 1.252 1.487
H 9.98938 12.59736 15.65666 -0.708 0.417 -0.136
H 11.01677 12.45436 17.07802 0.257 -0.183 0.511
C 12.94736 13.11818 8.63601 0.967 0.567 -0.377
C 13.02610 11.77191 9.24066 -1.579 -0.006 0.015
C 13.09611 10.63594 8.38347 0.238 -1.424 2.072
C 13.14795 9.36413 8.93829 0.431 1.288 -1.182
C 12.97619 9.16707 10.30171 0.031 2.245 1.561
C 13.03500 7.94738 10.98306 -0.638 -0.451 -0.133
Br 13.55138 6.35020 10.02893 -0.277 0.709 0.490
C 12.57557 7.84852 12.27950 0.279 -0.504 -0.177
C 12.26718 8.97804 13.06373 -0.132 1.846 -0.959
Br 11.71245 8.80636 14.89163 0.191 -0.086 -0.838
C 12.35385 10.30224 12.48738 1.214 -0.911 0.518
O 12.28338 11.44201 13.23480 -0.272 -1.627 -1.232
C 12.73259 10.38042 11.08389 -0.444 -0.129 0.791
N 12.81514 11.68660 10.55873 0.530 -1.708 -0.025
H 13.94745 13.39059 8.26609 -0.285 -0.098 -0.456
H 12.76076 13.85212 9.39686 -0.481 0.359 0.329
H 12.19891 13.20430 7.82901 0.415 -0.147 0.409
H 13.14889 10.68298 7.32712 0.155 0.636 -0.784
H 13.37705 8.52339 8.31042 -0.221 -0.280 -0.237
H 12.46915 6.81392 12.59638 0.003 0.381 0.726
C 15.94734 9.92574 12.46083 0.102 -0.058 -2.500
N 15.93325 10.81220 11.22829 0.320 -2.045 1.651
C 15.78235 12.11599 11.30991 -0.088 0.695 -3.030
Se 15.14456 13.04734 12.78812 0.340 0.632 0.282
N 16.01638 12.57362 10.01917 -0.431 0.595 1.487
C 16.31589 11.52510 9.17834 0.006 2.843 -1.359
C 16.72354 11.61582 7.85475 0.336 -0.030 -1.322
C 17.03654 10.40950 7.23859 -0.286 0.594 1.918
C 16.93261 9.24115 7.97950 0.568 -1.955 1.668
C 16.59668 9.16095 9.36110 -0.001 1.702 -1.228
C 16.25590 10.41390 9.90798 0.252 -3.014 1.660
H 16.92236 9.49280 12.55743 0.507 -0.314 -0.046
H 15.18442 9.17687 12.39992 -0.345 -0.614 -0.451
H 15.71637 10.47170 13.31386 -0.228 1.385 1.219
H 15.90629 13.50649 9.65108 -0.035 0.250 0.658
H 16.87370 12.57048 7.31867 -0.197 -0.537 0.575
H 17.58474 10.27929 6.34788 -0.011 0.515 -1.295
H 17.35678 8.36505 7.47662 -0.492 0.024 0.424
H 16.67954 8.32169 10.02487 -0.029 -0.604 -0.344
F 11.73199 16.06109 12.63367 -1.589 0.724 0.166
C 12.90649 15.49441 12.33711 0.680 -1.611 -1.058
F 13.71356 15.81234 13.39900 0.662 0.335 0.459
C 13.47117 16.28379 11.14192 2.443 0.353 0.686
F 14.74418 15.75467 10.87365 -1.605 0.077 -0.373
F 13.73273 17.56504 11.43052 -0.516 -0.212 0.158
F 12.70006 16.25917 10.07997 -0.072 -0.516 -0.310
O 10.19986 13.25549 10.11819 0.001 0.402 -0.994
S 10.23534 13.23990 11.57636 1.480 0.745 1.120
C 9.16786 11.88023 12.01366 -0.681 0.863 -1.716
C 7.76679 12.47538 12.20961 -1.018 -0.426 -0.124
C 7.77320 13.99165 11.89344 0.256 -0.082 -0.791
C 9.19394 14.57581 12.18220 -1.418 -0.470 -0.889
H 9.50278 11.38531 12.86900 0.772 -1.102 1.141
H 9.29157 11.34139 11.04488 -0.241 -0.227 1.011
H 7.37733 12.23033 13.20476 0.520 0.484 0.187
H 7.02374 11.91719 11.60819 0.514 0.522 -0.208
H 7.03090 14.52146 12.45026 -0.420 0.275 0.613
H 7.48227 14.17604 10.84236 0.470 -0.243 0.380
H 9.29671 14.83547 13.23030 0.440 -0.256 0.188
H 9.42108 15.44532 11.55547 0.037 -0.182 0.209
```
Forces are in eV/Å.

Output
* spin multiplicity: 4
* net charge: +2
* E_tot: -10719.38587 Ha
* orbital gap (spin up / spin down): 7.3 / 3.8 eV
* LUMO energy (spin up / spin down): -5.53 / -9.05 eV